(1)
# C46H54N2O6P3Re

C46H54N2O6P3Re as an isolated structure (ωB97M-V/def2-TZVPD, the OMol25 dataset).

Properties
Max |F| (hartree/bohr): 0.05691
Multiplicity: 2
Expectation value of S²: 0.767
HOMO-LUMO gap (alpha / beta) (eV): 5.29 / 5.53
Total charge: +1
E (Eh): -3448.5720
HOMO level (alpha / beta) (eV): -10.17 / -10.27

XYZ file:
```
112
Properties=species:S:1:pos:R:3:forces:R:3:lowdin_charge:R:1
Re 0.56506 -0.76367 0.08101 -2.40 0.47 1.60 1.35
P 1.41456 0.93734 -1.45744 1.04 0.61 -0.19 0.98
P -2.30234 0.42512 -0.70858 -0.83 1.41 -0.17 0.31
P 2.88965 -0.86326 0.76718 0.74 0.50 -0.62 0.96
O -2.02080 0.95724 -2.18790 0.15 -0.61 0.57 -0.16
O -3.79980 -0.11602 -0.81415 0.90 0.25 -0.35 -0.15
O 0.79774 -2.66019 -0.75711 0.25 0.14 0.16 -0.20
O -2.06436 1.41671 0.36674 -0.43 -0.26 -0.61 -0.23
O -1.37812 -0.79667 -0.64304 1.69 -0.91 -0.09 -0.38
O 0.27155 0.77340 1.41117 1.47 -1.24 -1.44 -0.20
N -0.34111 -1.65550 1.70508 1.51 1.18 -1.81 -0.13
N -0.78963 -0.80826 2.62193 -0.52 0.92 1.38 0.10
C 0.17607 5.32937 -1.80316 -0.06 -0.04 0.04 -0.06
C -0.47232 0.45115 2.40788 -0.79 -1.39 0.64 -0.43
C -4.62592 -0.66993 0.21811 -0.75 -0.39 0.76 -0.61
C 2.44290 -1.74584 4.65816 -0.03 0.04 0.09 -0.06
C 1.72333 0.25841 -3.11217 -0.14 0.00 0.15 -0.36
C 3.88481 0.47049 -0.06000 -0.13 0.05 -0.03 -0.32
C 0.73156 -5.00225 -1.05984 -0.21 0.39 -0.07 0.01
C -4.15274 -0.25795 1.60671 0.04 0.13 -0.30 -0.04
C 2.98298 0.56939 3.20539 0.04 -0.16 -0.14 -0.08
C 3.95349 -2.88182 -0.80395 -0.18 0.09 0.09 -0.10
C -1.92182 3.44746 5.02490 0.04 0.01 0.01 -0.07
C 3.03236 1.53527 -0.73688 -0.08 -0.34 0.01 -0.34
C 0.76629 2.62240 -1.69019 -0.28 -0.13 0.01 -0.34
C -6.03167 -0.12121 -0.04681 0.44 -0.12 -0.09 -0.02
C -3.25437 3.05618 -2.12895 0.20 -0.21 0.00 -0.01
C -4.60169 -2.19713 0.08879 0.06 0.37 -0.15 -0.01
C -1.52729 -3.29870 3.02081 0.06 -0.05 -0.11 0.00
C 6.02012 -4.01073 -0.34091 -0.06 0.04 0.03 -0.06
C -4.05247 1.11023 -3.49574 0.15 0.01 0.21 -0.02
C 2.97908 -0.07970 -5.12984 0.10 -0.02 -0.13 -0.07
C -0.92672 3.74673 4.10796 -0.02 0.11 0.07 -0.07
C -0.45488 2.76845 3.25573 -0.04 -0.28 -0.07 -0.02
C 1.01920 3.33848 -2.85553 0.10 -0.09 0.18 -0.10
C 5.09597 -2.50423 1.28472 -0.13 0.06 0.01 -0.08
C 2.79316 0.63172 4.57619 -0.01 0.11 0.08 -0.06
C -0.09702 4.60922 -0.65026 0.10 0.01 0.02 -0.06
C -0.71508 -2.92612 1.81890 -0.26 -1.44 0.15 -0.28
C -2.45192 2.16706 5.08566 0.03 0.06 0.02 -0.06
C 0.35828 -3.75798 -0.29289 0.12 -0.33 -0.14 -0.39
C 2.62969 -1.81429 3.29259 0.04 0.04 -0.09 -0.12
C 1.95677 -0.86034 -5.64611 -0.04 0.04 0.05 -0.06
C -0.96752 1.47343 3.32511 -0.05 0.47 0.24 -0.15
C -1.95490 2.29108 -4.13793 -0.12 -0.11 0.43 -0.01
C -2.83010 1.85199 -2.96143 -0.54 0.69 -0.80 -0.61
C 2.86957 0.47796 -3.86794 -0.05 0.03 0.10 -0.09
C 0.72365 4.69134 -2.90425 0.09 0.06 0.00 -0.07
C 2.51662 -0.51690 5.29889 0.00 -0.04 0.02 -0.06
C -0.37518 -3.91285 0.89202 -0.13 0.38 0.58 0.01
C 4.94510 -3.76841 -1.18399 0.12 -0.07 -0.08 -0.07
C -1.97646 1.17860 4.24473 0.21 0.04 -0.23 -0.02
C 4.02916 -2.23965 0.42961 -0.24 -0.15 0.11 -0.35
C 6.08507 -3.39091 0.89817 0.09 -0.05 -0.06 -0.06
C 0.69452 -0.52781 -3.63305 0.06 0.05 0.09 -0.10
C 0.81112 -1.07989 -4.89662 -0.04 -0.06 -0.05 -0.06
C 0.20171 3.25917 -0.59034 -0.02 -0.06 0.04 -0.10
C 2.91120 -0.65927 2.56225 -0.26 -0.14 -0.07 -0.38
H -3.83042 2.72464 -1.26918 -0.14 0.08 0.12 0.08
H -6.02420 0.96385 0.03074 -0.02 0.09 0.04 0.09
H -1.11145 2.87301 -3.78130 -0.03 0.03 -0.04 0.05
H 3.11330 -2.67386 -1.45298 -0.01 -0.03 -0.13 0.09
H -0.71557 -4.91189 1.12258 0.05 0.02 -0.03 0.12
H 2.74179 2.29784 -0.01061 -0.14 -0.02 -0.10 0.09
H -0.52354 4.74775 4.05807 0.03 0.06 -0.01 0.11
H 1.43920 2.84589 -3.71940 0.06 -0.04 -0.11 0.11
H -3.14136 -0.61998 1.76893 0.10 -0.08 0.22 0.05
H 2.35104 -0.45651 6.36415 0.02 0.02 0.08 0.11
H 3.67400 1.09002 -3.48922 0.10 0.07 0.06 0.10
H 5.15427 -2.01435 2.24638 0.05 0.03 0.05 0.11
H 6.81129 -4.67503 -0.65146 0.05 -0.12 -0.02 0.11
H -0.19799 -0.68526 -3.04180 -0.13 -0.06 -0.03 0.08
H -0.01752 2.68558 0.29649 -0.10 0.05 0.04 0.06
H -4.71345 0.84037 -2.68020 -0.14 -0.02 -0.03 0.06
H 3.86367 0.10431 -5.71982 0.11 0.00 -0.04 0.11
H -4.59042 1.74317 -4.19649 -0.03 0.06 -0.09 0.09
H 4.49858 -0.04520 -0.80495 -0.07 -0.03 0.16 0.09
H 6.91630 -3.58922 1.55849 0.05 0.00 0.05 0.11
H -1.58030 1.42320 -4.67370 0.03 -0.14 -0.10 0.08
H -2.51560 -2.84529 2.95099 -0.03 0.09 0.06 0.09
H 2.84829 1.58332 5.08316 0.00 0.08 0.02 0.11
H -2.28083 4.21381 5.69417 -0.08 0.08 0.05 0.11
H -6.34606 -0.39244 -1.05116 -0.10 -0.04 -0.11 0.09
H -2.38299 0.18115 4.26762 -0.06 -0.12 0.06 0.11
H 1.69596 -5.36597 -0.69694 0.00 0.06 0.07 0.10
H 2.56618 -2.76170 2.77123 -0.05 -0.10 0.07 0.11
H 3.59688 2.04334 -1.52362 -0.08 0.06 0.08 0.09
H 2.04939 -1.29112 -6.63253 0.01 -0.02 -0.05 0.11
H -0.00737 -5.78624 -0.92407 -0.01 -0.05 0.02 0.09
H 2.23164 -2.64078 5.22431 -0.01 -0.07 0.03 0.11
H -3.73796 0.20043 -4.00060 0.00 -0.11 -0.12 0.09
H -3.58689 -2.57046 0.21993 0.11 -0.03 0.05 0.07
H -4.94722 -2.49865 -0.89660 -0.05 -0.04 -0.12 0.09
H 0.83962 -4.77033 -2.11588 0.00 0.03 -0.07 0.09
H -4.81363 -0.65838 2.37136 -0.09 -0.12 0.01 0.10
H 3.17602 1.46859 2.63961 0.00 0.15 -0.04 0.11
H -2.54110 2.90005 -4.81973 -0.06 0.08 -0.09 0.09
H -5.25036 -2.64850 0.83747 -0.02 0.00 0.06 0.09
H -1.63527 -4.37347 3.10923 0.00 -0.11 -0.10 0.09
H -3.24033 1.95218 5.79028 -0.07 -0.09 0.06 0.11
H 0.93482 5.25274 -3.80031 0.00 0.05 -0.14 0.11
H -0.53218 5.09856 0.20853 -0.08 0.03 0.06 0.11
H -4.12639 0.82422 1.68699 0.00 0.12 0.10 0.09
H -1.04243 -2.90281 3.91066 -0.08 0.06 0.07 0.09
H -2.37831 3.58963 -1.76655 0.03 0.06 0.04 0.07
H 4.56496 0.92584 0.66695 0.00 -0.13 -0.05 0.10
H 4.89256 -4.26431 -2.14318 -0.03 0.00 -0.05 0.11
H 0.30672 3.00021 2.52663 0.10 0.01 -0.04 0.11
H 0.00913 -1.68088 -5.30081 -0.06 -0.03 0.01 0.11
H -0.04661 6.38449 -1.84129 -0.01 0.11 -0.04 0.11
H -6.74368 -0.52528 0.66831 -0.04 -0.04 0.07 0.09
H -3.86032 3.73183 -2.72829 -0.06 0.02 -0.06 0.10
```
Forces are in eV/Å.


(2)
# C4H10N2O2

A 2-piece molecular cluster, C4H10N2O2 overall (ωB97M-V/def2-TZVPD, the OMol25 dataset).

Properties
Max |F| (hartree/bohr): 0.06870
HOMO-LUMO gap (alpha / beta) (eV): 5.21 / 5.21
Total charge: -2
E (Eh): -418.1623
HOMO level (alpha / beta) (eV): 1.60 / 1.60
ΔE to the lowest compared entry with this formula, charge and spin (eV): 0.849

XYZ file:
```
18
Properties=species:S:1:pos:R:3:forces:R:3:lowdin_charge:R:1
O -1.02852 -0.47687 2.58865 -0.19 -0.33 -1.19 -0.33
O -2.65422 1.42184 3.11216 0.74 -1.04 -1.22 -0.28
N -0.45097 -0.78416 1.42366 0.71 3.12 -1.00 -0.19
N -0.26616 0.24789 0.63582 0.06 -2.86 1.46 0.00
C -0.15382 0.20333 -1.86892 0.52 0.94 3.04 -0.13
C 1.02227 -1.65085 -0.68382 -0.58 1.51 -0.64 -0.16
C 0.67620 -0.05017 -0.52673 -2.22 -1.78 -2.10 -0.70
C 1.87539 0.85167 -0.55368 0.33 0.72 1.89 -0.26
H 0.03399 -2.31403 -0.84855 2.29 1.40 0.23 0.07
H 1.63468 1.88189 -0.98026 -0.06 -1.05 0.40 -0.06
H -0.80320 -0.53759 -2.18232 -1.82 -1.95 0.11 0.01
H 1.49480 -1.90103 0.26739 0.19 -0.55 -0.29 0.01
H -3.05360 1.62427 2.25804 -0.19 0.33 0.14 -0.04
H -1.92880 0.67218 2.70037 -0.40 0.67 1.32 0.00
H 1.78001 -1.57096 -1.56373 -1.34 -0.79 1.46 0.05
H 2.02971 1.03699 0.58419 0.33 0.04 -1.54 -0.03
H 0.49761 0.23957 -2.66440 1.93 0.81 -1.78 0.01
H -0.70534 1.10602 -1.69788 -0.27 0.79 -0.29 0.04
```
Forces are in eV/Å.


(3)
# C2H2N2O3

C2H2N2O3 as an isolated structure (ωB97M-V/def2-TZVPD, the OMol25 dataset).

Properties
Max |F| (hartree/bohr): 0.08777
HOMO-LUMO gap (alpha / beta) (eV): 5.92 / 5.92
Total charge: -2
E (Eh): -412.3476
HOMO level (alpha / beta) (eV): 1.56 / 1.55
ΔE to the lowest compared entry with this formula, charge and spin (eV): 5.419

XYZ file:
```
9
Properties=species:S:1:pos:R:3:forces:R:3:lowdin_charge:R:1
O 3.00456 0.27517 0.18843 0.62 -0.69 -0.43 -0.41
O -2.18504 1.54085 -0.05974 1.69 -4.13 0.42 -0.48
O -2.53772 -1.04755 0.15965 0.96 1.50 -0.07 -0.31
N 1.94550 -0.46118 -0.08394 0.06 1.37 0.73 -0.22
N -1.62717 -0.09148 0.06304 -0.55 1.74 -0.96 -0.30
C -0.34981 -0.40296 -0.12143 -3.59 -1.71 0.71 -0.20
C 0.84210 0.25098 -0.07378 2.29 3.88 -0.26 -0.29
H -0.05044 -1.45624 -0.07994 -1.20 -0.24 -0.17 0.10
H 0.95803 1.39241 0.00772 -0.27 -1.74 0.02 0.11
```
Forces are in eV/Å.